Record 1
Formula: C38H101F6N8O15S2
Source: the OMol25 dataset
Level of theory: ωB97M-V with the def2-TZVPD basis set

```
! wB97M-V def2-TZVPD RIJCOSX def2/J DEFGRID3
* xyz -1 1
C 0.212 -0.175 2.045
F 1.376 -0.494 1.565
F -0.601 -1.216 2.047
F 0.434 0.280 3.307
S -0.393 1.238 1.128
O -1.594 1.442 1.926
O 0.661 2.178 1.251
N -0.825 0.917 -0.354
S 0.096 0.751 -1.589
O 0.380 2.009 -2.181
O 1.095 -0.320 -1.558
C -1.109 -0.118 -2.746
F -2.204 0.614 -2.968
F -0.552 -0.436 -3.913
F -1.478 -1.273 -2.141
C 2.816 -4.010 7.194
C 2.937 -4.871 5.950
O 4.269 -5.275 5.721
H 3.519 -3.185 7.075
H 3.199 -4.548 8.071
H 1.822 -3.643 7.336
H 2.502 -4.393 5.127
H 2.290 -5.770 5.996
H 4.369 -5.219 4.778
C -6.411 1.478 0.906
C -5.059 0.947 1.368
O -4.084 1.075 0.300
H -7.094 1.203 1.698
H -6.642 0.947 -0.041
H -6.421 2.562 0.835
H -5.219 -0.139 1.662
H -4.785 1.537 2.260
H -3.168 1.281 0.680
C 2.400 4.903 2.583
C 1.952 6.311 2.929
O 1.837 6.607 4.314
H 1.702 4.176 3.053
H 3.339 4.560 2.867
H 2.250 4.683 1.570
H 0.951 6.491 2.539
H 2.630 7.101 2.517
H 1.156 6.002 4.618
C -2.217 5.022 0.515
C -1.267 4.535 -0.560
O 0.178 4.718 -0.095
H -3.139 5.323 0.006
H -1.699 5.853 0.988
H -2.470 4.269 1.258
H -1.399 5.139 -1.441
H -1.521 3.511 -0.816
H 0.677 3.883 -0.038
C 0.057 -7.567 -1.235
C 0.224 -5.974 -1.480
C 0.376 -5.279 -0.149
O -0.852 -5.434 0.593
C -0.638 -5.173 1.981
N 1.497 -5.753 -2.237
H 0.928 -7.833 -0.625
H 0.098 -8.021 -2.216
H -0.840 -7.873 -0.747
H -0.585 -5.542 -2.083
H 0.511 -4.170 -0.276
H 1.125 -5.679 0.457
H -0.112 -5.975 2.474
H -1.603 -5.112 2.443
H -0.107 -4.225 2.016
H 1.539 -6.275 -3.111
H 2.363 -6.073 -1.808
C -5.356 4.162 -1.974
C -4.516 4.215 -3.286
C -4.752 2.943 -4.072
O -4.029 2.998 -5.263
C -3.932 1.819 -5.981
N -4.901 5.423 -4.025
H -5.244 5.034 -1.362
H -4.987 3.269 -1.416
H -6.460 3.929 -2.151
H -3.408 4.255 -3.052
H -5.789 2.805 -4.475
H -4.599 2.059 -3.427
H -4.948 1.542 -6.354
H -3.624 1.027 -5.298
H -3.287 2.132 -6.787
H -4.566 5.509 -4.992
H -4.570 6.222 -3.509
C 0.634 1.199 6.763
C 1.317 2.500 6.348
C 2.491 2.291 5.352
O 3.488 1.502 5.828
C 4.662 1.605 5.051
N 0.326 3.411 5.756
H 1.308 0.439 7.082
H 0.112 0.913 5.814
H -0.122 1.456 7.520
H 1.691 2.940 7.251
H 2.809 3.319 5.117
H 1.993 1.893 4.420
H 5.332 0.882 5.470
H 5.014 2.646 5.122
H 4.320 1.358 4.045
H -0.589 2.931 5.740
H 0.269 4.168 6.437
C 4.321 -3.005 -3.705
C 5.184 -2.140 -2.774
C 4.280 -1.336 -1.935
O 5.027 -0.685 -0.886
C 4.176 0.288 -0.308
N 6.020 -2.910 -1.849
H 3.719 -2.397 -4.423
H 3.754 -3.662 -3.050
H 4.856 -3.539 -4.529
H 5.806 -1.459 -3.381
H 3.573 -2.083 -1.577
H 3.656 -0.661 -2.547
H 3.218 -0.101 -0.008
H 3.887 1.086 -1.031
H 4.784 0.742 0.452
H 6.232 -2.225 -1.139
H 6.832 -3.331 -2.303
C -7.118 -2.753 -1.784
C -6.072 -1.702 -1.395
C -4.667 -2.201 -1.277
O -4.649 -3.342 -0.395
C -3.409 -3.962 -0.222
N -6.114 -0.513 -2.279
H -8.062 -2.289 -1.931
H -7.243 -3.517 -0.972
H -6.955 -3.302 -2.746
H -6.427 -1.333 -0.428
H -3.994 -1.426 -0.870
H -4.339 -2.484 -2.309
H -3.439 -4.451 0.724
H -2.601 -3.189 -0.155
H -3.105 -4.660 -0.986
H -5.487 0.224 -1.892
H -5.696 -0.646 -3.207
C 5.650 -5.609 1.559
C 4.236 -5.154 1.267
C 4.043 -3.647 1.732
O 4.097 -3.636 3.125
C 4.230 -2.338 3.701
N 3.979 -5.244 -0.202
H 5.772 -6.563 1.040
H 5.840 -5.857 2.593
H 6.493 -4.943 1.155
H 3.506 -5.759 1.823
H 3.043 -3.294 1.443
H 4.868 -3.154 1.223
H 3.913 -2.388 4.765
H 3.540 -1.646 3.222
H 5.263 -2.002 3.604
H 3.255 -4.575 -0.427
H 4.730 -4.849 -0.746
C 0.394 3.112 -6.415
C -0.796 3.549 -5.585
C -0.279 4.371 -4.428
O 0.343 5.614 -4.959
C -0.081 6.688 -4.158
N -1.701 4.272 -6.429
H 1.135 2.605 -5.752
H 0.730 3.956 -6.976
H 0.047 2.393 -7.187
H -1.182 2.566 -5.223
H 0.564 3.893 -3.913
H -1.073 4.622 -3.727
H 0.323 7.578 -4.672
H 0.328 6.516 -3.155
H -1.198 6.800 -3.978
H -2.492 4.575 -5.873
H -1.230 5.205 -6.559
*
```

Computed properties:
gap between HOMO and LUMO = 9.6 eV
HOMO = -7.42 eV



Record 2
Formula: C4H5CaO2
Source: the OMol25 dataset
Level of theory: ωB97M-V with the def2-TZVPD basis set

```
! wB97M-V def2-TZVPD RIJCOSX def2/J DEFGRID3
* xyz 0 2
H 1.738 1.565 2.698
O 0.818 1.299 2.645
Ca -0.781 2.585 2.354
O -0.745 -0.707 -3.273
C -0.539 -0.236 -2.182
C -0.762 -0.999 -0.893
C -0.080 -0.401 0.268
C 0.907 -0.436 1.026
H -0.199 0.817 -2.069
H -0.485 -2.054 -1.042
H -1.852 -0.976 -0.714
H 1.979 -0.457 1.184
*
```

Computed properties:
gap between HOMO and LUMO (spin up / spin down) = 5.5 / 8.5 eV
HOMO (spin up / spin down) = -5.44 / -8.80 eV



Record 3
Formula: CH5FN2
Source: the OMol25 dataset
Level of theory: ωB97M-V with the def2-TZVPD basis set

```
! wB97M-V def2-TZVPD RIJCOSX def2/J DEFGRID3
* xyz 0 1
C 0.978 0.335 0.084
N -0.090 -0.687 -0.458
N -1.210 -0.797 0.104
F -1.949 0.623 0.310
H 0.642 0.709 1.058
H 1.871 -0.086 -0.096
H 0.977 1.134 -0.629
H -0.170 -0.560 -1.520
H -1.049 -0.670 1.147
*
```

Computed properties:
gap between HOMO and LUMO = 11.0 eV
HOMO = -10.08 eV



Record 4
Formula: C2H6N4OS
Source: the OMol25 dataset
Level of theory: ωB97M-V with the def2-TZVPD basis set

```
! wB97M-V def2-TZVPD RIJCOSX def2/J DEFGRID3
* xyz 0 1
C -0.532 0.730 -0.233
C 1.304 -1.784 1.474
N -1.756 1.406 -0.358
N 0.554 1.458 0.063
N 0.878 -0.959 -0.617
N -0.352 -0.428 -0.804
O 2.448 -1.757 1.594
S -0.187 -2.126 1.692
H -1.593 2.392 -0.437
H -2.476 1.204 -1.139
H 1.280 0.774 0.136
H 0.570 1.945 0.908
H 1.018 -1.876 -1.102
H -1.157 -0.978 -1.176
*
```

Computed properties:
gap between HOMO and LUMO = 7.3 eV
HOMO = -6.92 eV



The records above yield max |F| values of 3.3, 3.6, 5.1, 4.0 eV/A, respectively.
The records above yield calculated total energy values of -121648.1556, -26758.3988, -6812.3261, -21012.1268 eV, respectively.
The records above yield relative energy (zero: lowest compared OMol25 entry of this formula, charge and spin) values of 153.31, 31.62, 299.08, 306.75 kJ/mol, respectively.